Entry 1:
9
Properties=species:S:1:pos:R:3:mulliken_spin:R:1 method="wB97M-V/def2-TZVPD" lumo_energy_ha="0.028 / -0.111" de_lowest_ev=5.884 homo_lumo_gap_ev="5.56 / 6.10" spin_multiplicity=3
C -1.5871 -2.4634 0.4492 0.82
C -0.5069 -2.8067 0.6753 1.14
P 0.8725 2.0532 -0.3739 0.00
S 2.0977 0.9205 -1.3113 0.00
H -2.5809 -2.0415 0.2300 -0.01
H 0.1241 3.0018 -1.0445 0.00
H 0.3902 -3.4284 0.8770 0.04
H -0.3494 1.7511 0.1559 0.00
H 1.5397 3.0133 0.3422 0.00

Entry 2:
7
Properties=species:S:1:pos:R:3:nbo_charge:R:1 method="wB97M-V/def2-TZVPD" lumo_energy_ha=-0.017 de_lowest_ev=0.492 homo_lumo_gap_ev=8.46 spin_multiplicity=1
C 2.4387 -1.3522 -0.2320 -0.37
C -1.7824 1.1682 0.2149 -0.45
S 2.6072 0.0293 -0.9898 0.12
S 2.2444 -2.6792 0.4705 0.25
S -2.3418 -0.3487 0.3202 0.07
H -2.3175 1.7724 -0.4318 0.19
H -0.8486 1.4102 0.6480 0.19

Entry 3:
12
Properties=species:S:1:pos:R:3:nbo_charge:R:1 method="wB97M-V/def2-TZVPD" lumo_energy_ha=0.031 de_lowest_ev=1.552 smiles="NC(=O)N1CC1" homo_lumo_gap_ev=10.32 spin_multiplicity=1
N -1.5578 -1.3795 0.0228 -0.84
C -1.2914 -0.0446 -0.2154 0.79
O -2.1531 0.7816 -0.4519 -0.64
N 0.0345 0.2649 -0.1265 -0.47
C 0.9632 1.3149 -0.1933 -0.19
C 1.3791 -0.1243 0.0600 -0.22
H -0.8000 -2.0435 -0.0370 0.38
H -2.4473 -1.6897 -0.3399 0.40
H 1.1688 1.7490 -1.1726 0.20
H 1.0011 2.0145 0.6432 0.20
H 1.8669 -0.6726 -0.7490 0.19
H 1.7030 -0.3956 1.0675 0.20

Entry 4:
20
Properties=species:S:1:pos:R:3:nbo_charge:R:1 method="wB97M-V/def2-TZVPD" lumo_energy_ha=0.031 de_lowest_ev=6.805 homo_lumo_gap_ev=9.02 spin_multiplicity=1
C -1.2727 0.7581 -0.1091 -0.26
C 1.2014 0.9146 -1.6937 -0.67
C -0.9475 2.0724 0.5482 -0.64
C 0.7215 -0.9631 0.0420 0.38
C 0.5197 0.0408 -0.7228 -0.10
N -1.3016 -2.2095 1.2418 -0.51
N 1.6295 -1.9578 0.3274 -0.85
O -0.5281 -1.0246 1.0642 -0.46
H -1.1537 -2.7833 0.4124 0.34
H -0.8967 -2.6932 2.0414 0.33
H 1.6053 -2.2473 1.2992 0.39
H 2.5678 -1.7133 0.0340 0.38
H -2.1148 0.2780 0.3822 0.21
H -1.5381 0.8228 -1.1600 0.17
H 1.9987 1.5088 -1.2366 0.22
H 0.4933 1.6294 -2.1351 0.23
H 1.6373 0.3288 -2.5107 0.22
H -0.4602 1.9124 1.5130 0.21
H -0.2916 2.6870 -0.0699 0.20
H -1.8693 2.6390 0.7321 0.21

Entry 5:
57
Properties=species:S:1:pos:R:3:nbo_charge:R:1 method="wB97M-V/def2-TZVPD" total_charge=+1 lumo_energy_ha=-0.087 de_lowest_ev=1.564 homo_lumo_gap_ev=8.80 spin_multiplicity=1
Ca 1.0143 -0.6795 0.5784 1.77
C 1.9398 -1.8693 3.1966 -0.10
C 3.1133 -2.2281 2.2803 -0.09
O 2.7635 -1.9790 0.9342 -0.59
C 2.5091 -3.0941 0.1077 -0.12
C 1.1318 -3.7046 0.3784 -0.10
O 0.2246 -2.6276 0.4969 -0.62
C -1.0809 -2.9837 0.8913 -0.10
C -1.8558 -1.6703 1.0706 -0.11
O -1.0415 -0.6806 1.6682 -0.59
C -0.9410 -0.7297 3.0834 -0.10
C 0.3871 -0.0752 3.4749 -0.09
O 1.4708 -0.6086 2.7494 -0.60
H 2.2756 -1.8062 4.2405 0.21
H 1.1518 -2.6299 3.1218 0.17
H 3.4180 -3.2679 2.4404 0.20
H 3.9597 -1.5709 2.5138 0.22
H 3.2862 -3.8580 0.2177 0.21
H 2.5273 -2.6816 -0.9038 0.26
H 1.1388 -4.2927 1.3119 0.18
H 0.8524 -4.3624 -0.4564 0.22
H -1.0501 -3.5617 1.8328 0.18
H -1.5714 -3.5993 0.1250 0.21
H -2.7687 -1.8414 1.6517 0.21
H -2.1263 -1.2677 0.0885 0.24
H -0.9745 -1.7644 3.4404 0.18
H -1.7688 -0.1761 3.5465 0.21
H 0.5525 -0.1731 4.5538 0.21
H 0.3528 0.9866 3.2132 0.21
O 0.4546 1.2025 0.0824 -0.82
C 0.0974 1.2637 -1.3187 0.09
C 0.8433 0.0927 -2.0626 0.78
O 0.7324 0.0091 -3.2622 -0.62
O 1.4771 -0.6862 -1.2905 -0.91
C -1.4097 1.1096 -1.4030 -0.07
C -2.1992 2.0865 -0.7967 -0.21
C -3.5794 1.9972 -0.8255 -0.20
C -4.1912 0.9291 -1.4623 -0.20
C -3.4146 -0.0381 -2.0755 -0.23
C -2.0290 0.0463 -2.0485 -0.18
C 0.5345 2.5706 -1.9313 -0.08
C 1.5002 3.3611 -1.3183 -0.18
C 1.8538 4.5803 -1.8712 -0.22
C 1.2572 5.0091 -3.0417 -0.20
C 0.3391 4.1967 -3.6842 -0.19
C -0.0225 2.9788 -3.1383 -0.18
H 0.0927 2.0154 0.4606 0.51
H -1.7415 2.9512 -0.3291 0.21
H -4.1710 2.7705 -0.3613 0.22
H -5.2672 0.8651 -1.4938 0.23
H -3.8841 -0.8603 -2.5916 0.22
H -1.4329 -0.6886 -2.5696 0.23
H 1.9959 3.0210 -0.4148 0.20
H 2.5945 5.1929 -1.3804 0.22
H 1.5112 5.9707 -3.4594 0.22
H -0.1063 4.5140 -4.6129 0.22
H -0.7267 2.3387 -3.6463 0.23

Entry 6:
19
Properties=species:S:1:pos:R:3:nbo_charge:R:1 method="wB97M-V/def2-TZVPD" lumo_energy_ha=0.029 de_lowest_ev=1.665 smiles=NCNCCO.O homo_lumo_gap_ev=9.39 spin_multiplicity=1
C 1.3766 -0.0509 -0.2401 -0.25
C 1.2166 1.4559 -0.0392 -0.08
O 0.2057 1.7808 0.9406 -0.74
N 0.6198 -0.5400 -1.3986 -0.65
C -0.4573 -1.4675 -1.1510 -0.05
N -1.8037 -0.8841 -1.3040 -0.91
H 1.0555 -0.5943 0.6373 0.19
H 2.4391 -0.2308 -0.4299 0.19
H 2.1261 1.9422 0.3175 0.18
H 0.9996 1.9224 -1.0041 0.16
H -0.5399 2.1527 0.4596 0.48
H 0.3215 0.2416 -1.9658 0.36
H -0.3925 -1.8552 -0.1324 0.18
H -0.4519 -2.2679 -1.8846 0.17
H -2.3512 -1.1629 -2.0945 0.38
H -2.2522 -0.4893 -0.5011 0.38
H -0.1967 -0.0712 3.2330 0.47
H -0.5397 -0.0044 1.8073 0.47
O -0.9107 -0.3449 2.6386 -0.95

Please write out number 3 again, unchanged.
12
Properties=species:S:1:pos:R:3:nbo_charge:R:1 method="wB97M-V/def2-TZVPD" lumo_energy_ha=0.031 de_lowest_ev=1.552 smiles="NC(=O)N1CC1" homo_lumo_gap_ev=10.32 spin_multiplicity=1
N -1.5578 -1.3795 0.0228 -0.84
C -1.2914 -0.0446 -0.2154 0.79
O -2.1531 0.7816 -0.4519 -0.64
N 0.0345 0.2649 -0.1265 -0.47
C 0.9632 1.3149 -0.1933 -0.19
C 1.3791 -0.1243 0.0600 -0.22
H -0.8000 -2.0435 -0.0370 0.38
H -2.4473 -1.6897 -0.3399 0.40
H 1.1688 1.7490 -1.1726 0.20
H 1.0011 2.0145 0.6432 0.20
H 1.8669 -0.6726 -0.7490 0.19
H 1.7030 -0.3956 1.0675 0.20